ORCA calculation (ωB97M-V/def2-TZVPD) on a structure of composition C37H79AlF13N2O7S at a distorted geometry.

Cartesian coordinates (Å):
C 2.616 4.217 -0.085
N 2.073 4.626 1.296
C 3.110 4.174 2.302
Al 2.351 3.151 3.919
C 0.638 2.089 3.541
C 0.173 2.055 1.965
C -0.984 3.252 1.813
C -1.342 3.619 0.255
C -2.824 2.925 -0.056
C -2.518 1.384 -0.526
C -3.267 0.289 0.466
C -3.689 -1.068 -0.402
C -3.347 -2.350 0.589
O -4.068 -2.157 1.857
C -3.160 -2.218 3.017
C 3.919 1.955 4.620
C 3.822 0.401 4.120
C 4.457 0.138 2.593
F 3.654 1.068 1.712
F 4.001 -1.224 2.241
C 6.056 0.410 2.575
F 6.511 0.242 4.011
F 6.239 1.891 2.337
C 7.013 -0.555 1.710
F 6.818 -1.951 2.275
F 8.433 -0.267 2.151
C 6.800 -0.715 0.125
F 7.840 -1.722 -0.325
F 5.500 -1.387 -0.258
S 6.975 0.747 -0.986
F 8.002 1.639 0.028
F 5.540 1.517 -0.478
F 6.004 -0.107 -2.164
F 8.391 0.009 -1.701
F 7.154 1.998 -2.152
C 1.915 4.614 5.350
C 1.472 6.052 4.621
O 2.402 6.979 4.301
N -0.008 6.345 4.328
C -0.759 6.512 5.661
C -0.174 7.588 3.482
H 2.049 4.727 -0.974
H 2.570 3.036 -0.242
H 3.765 4.513 -0.215
H 2.035 5.687 1.230
H 3.600 5.171 2.739
H 3.990 3.606 1.764
H -0.241 2.637 4.134
H 0.637 0.981 3.931
H -0.387 1.015 1.792
H 1.053 2.192 1.193
H -0.516 4.186 2.389
H -1.932 2.900 2.447
H -0.488 3.227 -0.442
H -1.466 4.805 0.204
H -3.499 2.853 0.926
H -3.440 3.566 -0.818
H -2.791 1.227 -1.654
H -1.354 1.141 -0.438
H -4.268 0.704 0.912
H -2.516 -0.080 1.296
H -4.829 -1.006 -0.700
H -3.015 -1.044 -1.368
H -2.166 -2.382 0.703
H -3.710 -3.312 0.015
H -3.077 -3.291 3.497
H -2.085 -1.807 2.806
H -3.640 -1.508 3.845
H 3.745 1.931 5.801
H 4.962 2.469 4.472
H 4.204 -0.398 4.905
H 2.659 0.166 3.989
H 2.876 4.775 6.001
H 0.997 4.171 5.951
H -0.090 6.141 6.558
H -1.696 5.781 5.625
H -1.077 7.632 5.822
H 0.371 7.401 2.440
H -1.335 7.713 3.236
H 0.151 8.588 3.998
C -3.814 -6.777 -2.911
C -2.683 -6.162 -2.102
C -1.961 -7.211 -1.272
O -3.212 -5.159 -1.238
H -4.562 -7.234 -2.253
H -4.333 -6.008 -3.493
H -3.438 -7.542 -3.597
H -1.972 -5.672 -2.776
H -2.643 -7.683 -0.557
H -1.157 -6.752 -0.686
H -1.529 -7.989 -1.909
H -3.844 -5.584 -0.636
C -8.230 -5.694 -3.136
C -8.386 -4.209 -3.421
C -7.959 -3.869 -4.840
O -7.594 -3.465 -2.499
H -7.184 -6.005 -3.237
H -8.529 -5.922 -2.108
H -8.840 -6.294 -3.820
H -9.430 -3.913 -3.270
H -6.904 -4.115 -5.001
H -8.065 -2.795 -5.027
H -8.561 -4.414 -5.575
H -6.666 -3.722 -2.626
C 7.331 -1.816 -5.678
C 8.779 -2.255 -5.533
C 8.882 -3.612 -4.855
O 9.491 -1.288 -4.765
H 6.850 -1.719 -4.698
H 7.273 -0.832 -6.157
H 6.760 -2.531 -6.278
H 9.251 -2.301 -6.521
H 8.456 -3.578 -3.845
H 9.930 -3.909 -4.745
H 8.357 -4.381 -5.430
H 9.079 -1.241 -3.886
C 5.566 8.100 1.102
C 4.427 9.096 1.251
C 4.675 10.054 2.405
O 3.209 8.390 1.477
H 5.674 7.489 2.005
H 5.368 7.409 0.275
H 6.515 8.611 0.911
H 4.309 9.662 0.320
H 4.751 9.512 3.354
H 3.842 10.756 2.508
H 5.597 10.624 2.253
H 3.305 7.884 2.301
C -11.354 -10.007 -4.849
C -10.363 -9.024 -4.246
C -10.460 -8.998 -2.729
O -10.620 -7.719 -4.759
H -12.384 -9.726 -4.601
H -11.281 -10.006 -5.942
H -11.172 -11.023 -4.486
H -9.345 -9.299 -4.545
H -11.459 -8.682 -2.406
H -9.750 -8.278 -2.310
H -10.252 -9.984 -2.303
H -11.522 -7.468 -4.499

Calculated values
E_HOMO, eV: -4.52
Total charge: -1
HOMO-LUMO gap, eV: 3.7
Calculated total energy, Eh: -4031.6700
E_LUMO, eV: -0.80

***

ORCA calculation (ωB97M-V/def2-TZVPD) on a cluster of 3 separate species, C5H11O4 in total at a distorted geometry.

Cartesian coordinates (Å):
O 3.432 3.435 -0.136
C 2.864 2.387 0.057
C 1.812 1.843 -0.874
O 1.368 0.605 -0.404
C 0.350 0.047 -1.202
C -0.091 -1.262 -0.650
H 2.941 1.862 1.036
H 2.251 1.759 -1.886
H 0.986 2.577 -0.933
H 0.709 -0.095 -2.243
H -0.505 0.749 -1.260
H 0.711 -1.854 -0.195
H -0.686 -1.869 -1.340
O -1.387 -2.982 1.592
H -0.598 -2.872 2.156
C -2.883 -0.859 1.260
O -1.542 -1.245 1.065
H -3.242 -1.145 2.262
H -2.931 0.233 1.173
H -3.559 -1.315 0.521

Calculated values
Spin multiplicity: 2
E_HOMO (alpha / beta), eV: -7.88 / -10.14
Energy relative to the best compared isomer or geometry (same formula, charge and spin), kJ/mol: 434.0
HOMO-LUMO gap (alpha / beta), eV: 7.0 / 9.8
Calculated total energy, Eh: -497.7942
E_LUMO (alpha / beta), eV: -0.91 / -0.29

***

ORCA calculation (ωB97M-V/def2-TZVPD) on a structure of composition C13H16Cl3NO5PSV.

Cartesian coordinates (Å):
V 1.058 -1.211 0.816
Cl 1.143 -1.709 3.397
C 0.446 -2.754 2.005
H -0.599 -2.909 2.273
H 0.994 -3.695 2.046
C -0.915 -2.289 -1.974
P 0.769 -1.734 -1.535
C 1.754 -3.234 -1.908
C 1.209 -0.726 -2.999
H -0.933 -2.714 -2.981
H -1.600 -1.443 -1.928
H -1.246 -3.045 -1.262
H 1.594 -3.566 -2.937
H 1.477 -4.037 -1.224
H 2.811 -3.013 -1.752
H 0.975 -1.255 -3.927
H 2.279 -0.512 -2.976
H 0.666 0.216 -2.965
O -0.835 0.799 -1.165
C -1.023 1.005 0.026
N -0.419 0.347 1.057
S -0.952 0.886 2.525
O -1.745 -0.115 3.184
O 0.098 1.525 3.266
C -2.030 2.119 1.868
C -2.832 3.018 2.549
C -3.598 3.879 1.777
C -3.554 3.833 0.383
C -2.742 2.922 -0.277
C -1.979 2.063 0.497
H -2.856 3.045 3.629
H -4.241 4.605 2.258
H -4.165 4.525 -0.183
H -2.689 2.871 -1.356
Cl 3.379 1.829 -1.451
C 3.117 0.848 -0.003
Cl 3.874 1.627 1.410
C 3.665 -0.597 -0.128
O 4.588 -0.857 -0.869
O 3.016 -1.389 0.642
H 2.041 0.841 0.193

Calculated values
Spin multiplicity: 2
E_HOMO (alpha / beta), eV: -4.04 / -3.18
Total charge: -1
Energy relative to the best compared isomer or geometry (same formula, charge and spin), kJ/mol: 0.0
HOMO-LUMO gap (alpha / beta), eV: 6.7 / 5.8
Calculated total energy, Eh: -4000.1702
E_LUMO (alpha / beta), eV: 2.64 / 2.64

***

ORCA calculation (ωB97M-V/def2-TZVPD) on a structure of composition C44H63GeN6OSeTeTi at a distorted geometry.

Cartesian coordinates (Å):
Ti 1.915 -13.007 20.459
N 0.932 -11.133 20.362
C 1.554 -9.974 21.084
C 0.513 -9.220 21.925
N -0.670 -10.065 22.338
H 0.801 -10.922 19.364
H -0.037 -11.281 20.760
H 2.071 -9.255 20.433
H 2.305 -10.455 21.758
H 0.081 -8.369 21.416
H 1.079 -8.779 22.770
H -1.477 -9.475 22.245
H -0.629 -10.349 23.335
C -0.059 -15.475 18.216
C 0.727 -14.509 19.098
O 1.093 -13.380 18.508
N 1.140 -14.648 20.281
Te -6.220 -8.223 19.112
C -7.166 -6.667 17.942
C -6.683 -6.344 16.606
C -5.392 -6.868 16.006
C -7.373 -5.420 15.852
C -8.359 -4.596 16.455
C -9.086 -3.448 15.779
C -8.768 -4.860 17.759
C -8.163 -5.871 18.542
C -8.607 -5.960 19.994
C -7.746 -9.676 19.671
C -8.774 -9.986 18.785
C -8.765 -9.799 17.269
C -9.860 -10.703 19.302
C -9.959 -11.252 20.592
C -11.100 -12.089 21.025
C -8.822 -11.098 21.411
C -7.716 -10.282 20.930
C -6.486 -10.191 21.758
H 0.719 -15.850 17.545
H -0.829 -15.026 17.624
H -0.424 -16.330 18.830
H -4.531 -6.669 16.674
H -5.090 -6.324 15.110
H -5.421 -7.949 15.812
H -7.031 -5.141 14.841
H -10.160 -3.518 15.917
H -8.858 -3.401 14.682
H -8.778 -2.453 16.135
H -9.519 -4.195 18.244
H -9.361 -5.123 20.324
H -7.746 -5.720 20.646
H -8.982 -6.992 20.271
H -7.882 -10.201 16.776
H -8.998 -8.742 17.006
H -9.733 -10.316 16.935
H -10.660 -10.881 18.609
H -11.939 -12.094 20.312
H -11.485 -11.714 22.001
H -10.796 -13.180 21.213
H -8.810 -11.296 22.536
H -6.561 -10.945 22.578
H -6.402 -9.197 22.218
H -5.603 -10.448 21.155
C 1.491 -4.658 27.946
Ge 0.688 -6.565 27.750
C 2.202 -7.580 27.106
C -0.769 -6.862 26.342
C 0.156 -7.382 29.428
Se -0.201 -9.332 29.266
C -2.103 -9.450 29.902
H 1.905 -4.290 26.987
H 2.144 -4.422 28.784
H 0.550 -4.165 28.010
H 3.085 -7.030 27.430
H 2.198 -7.640 25.989
H 2.201 -8.629 27.528
H -0.549 -6.258 25.420
H -1.789 -6.632 26.692
H -0.694 -7.944 26.091
H -0.748 -6.915 29.896
H 0.959 -7.232 30.195
H -2.310 -10.517 30.019
H -2.766 -8.901 29.241
H -2.134 -8.979 30.885
C -1.108 -12.742 24.924
C 0.107 -12.929 25.520
C 1.253 -13.132 24.808
C 1.284 -13.084 23.392
C -0.036 -13.062 22.752
C -1.142 -12.844 23.511
N 2.339 -12.860 22.465
C 3.572 -12.828 23.114
C 4.218 -14.009 23.520
C 5.464 -13.982 24.213
C 6.003 -12.806 24.654
C 5.422 -11.577 24.218
C 4.181 -11.589 23.531
H -2.033 -12.469 25.502
H 0.175 -12.774 26.605
H 2.183 -13.303 25.291
H -0.139 -13.252 21.679
H -2.057 -12.686 22.875
H 3.759 -14.922 23.182
H 5.971 -14.863 24.559
H 6.789 -12.740 25.379
H 5.714 -10.647 24.689
H 3.600 -10.731 23.476
N 2.949 -11.605 17.824
C 4.036 -12.091 18.499
C 5.253 -11.449 18.489
C 6.307 -11.907 19.265
C 6.048 -12.968 20.122
C 4.809 -13.635 20.150
N 3.753 -13.063 19.498
H 3.084 -10.978 17.006
H 2.145 -12.206 17.697
H 5.468 -10.642 17.812
H 7.293 -11.488 19.251
H 6.862 -13.471 20.661
H 4.625 -14.499 20.782

Calculated values
Spin multiplicity: 2
E_HOMO (alpha / beta), eV: -10.78 / -10.78
Total charge: +2
Energy relative to the best compared isomer or geometry (same formula, charge and spin), kJ/mol: 22.1
HOMO-LUMO gap (alpha / beta), eV: 6.0 / 2.9
Calculated total energy, Eh: -7713.4323
E_LUMO (alpha / beta), eV: -4.82 / -7.91

***

Copy entry 3 word for word.
ORCA calculation (ωB97M-V/def2-TZVPD) on a structure of composition C13H16Cl3NO5PSV.

Cartesian coordinates (Å):
V 1.058 -1.211 0.816
Cl 1.143 -1.709 3.397
C 0.446 -2.754 2.005
H -0.599 -2.909 2.273
H 0.994 -3.695 2.046
C -0.915 -2.289 -1.974
P 0.769 -1.734 -1.535
C 1.754 -3.234 -1.908
C 1.209 -0.726 -2.999
H -0.933 -2.714 -2.981
H -1.600 -1.443 -1.928
H -1.246 -3.045 -1.262
H 1.594 -3.566 -2.937
H 1.477 -4.037 -1.224
H 2.811 -3.013 -1.752
H 0.975 -1.255 -3.927
H 2.279 -0.512 -2.976
H 0.666 0.216 -2.965
O -0.835 0.799 -1.165
C -1.023 1.005 0.026
N -0.419 0.347 1.057
S -0.952 0.886 2.525
O -1.745 -0.115 3.184
O 0.098 1.525 3.266
C -2.030 2.119 1.868
C -2.832 3.018 2.549
C -3.598 3.879 1.777
C -3.554 3.833 0.383
C -2.742 2.922 -0.277
C -1.979 2.063 0.497
H -2.856 3.045 3.629
H -4.241 4.605 2.258
H -4.165 4.525 -0.183
H -2.689 2.871 -1.356
Cl 3.379 1.829 -1.451
C 3.117 0.848 -0.003
Cl 3.874 1.627 1.410
C 3.665 -0.597 -0.128
O 4.588 -0.857 -0.869
O 3.016 -1.389 0.642
H 2.041 0.841 0.193

Calculated values
Spin multiplicity: 2
E_HOMO (alpha / beta), eV: -4.04 / -3.18
Total charge: -1
Energy relative to the best compared isomer or geometry (same formula, charge and spin), kJ/mol: 0.0
HOMO-LUMO gap (alpha / beta), eV: 6.7 / 5.8
Calculated total energy, Eh: -4000.1702
E_LUMO (alpha / beta), eV: 2.64 / 2.64